(1)
Formula: C55H61CrN5O6PSSb
Source: the Open Molecules 2025 dataset
Level of theory: ωB97M-V/def2-TZVPD

Geometry (Å):
H -1.18000 0.50360 -4.24510
N 1.13580 1.55070 1.29880
H -6.20150 1.11390 -4.65480
C 3.97560 1.05890 -1.49650
C -3.40510 1.13970 -3.22710
O -0.27450 -0.61240 1.61960
H -4.82910 -2.41100 5.29670
H 4.91590 3.79660 4.15630
H 0.33380 1.02200 -4.97830
C -1.88580 3.68700 -1.44390
H 2.83230 0.49110 -4.65700
H 6.04680 -2.38510 -2.39460
H -5.22790 -0.76780 3.61980
C -4.81970 0.83580 1.57150
C 4.92420 1.04650 1.46770
H -3.09410 3.71650 -3.24320
C 5.33260 -3.54410 0.60030
C -2.60060 -2.73630 2.68400
C 5.33660 -0.78100 -6.50370
H 4.88260 4.68070 -0.42980
C -4.30800 -0.61710 -1.29300
H 6.56970 3.22730 -1.47260
C -0.64560 -1.83620 1.16050
C 0.35230 2.15470 2.19480
C -0.50020 1.34560 -4.35540
C 4.90000 -2.44090 -0.11790
N 0.77100 2.74400 3.29910
N -0.94920 2.12370 1.77210
H -5.80660 0.56600 1.19530
H 7.14290 4.30750 3.47480
H 0.24340 3.85140 4.93450
H 6.70890 -2.26240 -5.81800
H -5.60170 -0.48100 -5.10710
H 6.81570 -3.18320 -3.77160
C 3.34840 3.18740 -0.51460
H -1.59940 4.65390 -3.37170
S 2.22620 0.44970 1.80980
C 6.08500 2.75890 2.69100
C 3.70120 -4.88110 -0.52200
C -4.55320 0.40140 -3.46600
C -4.02890 -2.92250 4.76840
C -4.39200 -1.14340 3.04280
H 2.44040 -3.46700 -3.19950
H 6.38990 -0.27670 -1.85010
H 2.03230 1.54190 -0.75340
H 5.39540 -1.49160 0.03500
H 2.59480 3.79950 -0.03810
H -2.20930 3.92000 4.30610
H 4.90840 0.26460 0.73110
C 4.18110 -0.99570 -3.94690
C -2.68900 1.03090 -2.04010
C 0.21260 -2.97610 1.72090
H -0.45570 4.05500 0.13610
C -2.41020 4.36610 -2.70670
C -1.47980 3.41220 3.69510
Cr -0.59510 0.76060 0.39420
C 6.37040 0.71700 -2.28980
H -0.12560 4.95400 -1.35340
C -0.40920 -1.84030 -0.39330
H 1.22700 -2.84630 1.34910
H 0.24650 -2.93250 2.80680
Sb 2.95280 -0.83020 -2.04710
C 5.27050 1.54350 -1.69370
H -2.88170 2.68450 2.21220
H 1.98390 -5.00710 -2.44710
H -3.14940 -2.94280 5.41110
N -2.43220 0.03400 0.10510
H -1.88130 -3.34990 3.22030
H -4.62650 -1.34620 -0.56220
H 3.22700 -5.84230 -0.67690
O -2.83380 -3.16940 1.36230
H -4.33160 -3.95230 4.57970
H 7.33700 1.19310 -2.12780
H 0.43380 3.84520 -3.54020
C -0.14070 3.37440 4.04170
H 6.99470 1.53070 1.19530
C 3.86460 -2.54010 -1.02950
H -4.67580 0.96890 -5.53200
H -4.95200 1.42820 2.47760
C -2.91510 -0.73490 1.15330
H -4.32220 1.43750 0.81540
C 4.62440 3.67180 -0.72310
C 5.84050 -1.66370 -5.56730
C 3.75030 2.33890 3.10260
H -3.05900 1.79950 -4.00760
C -4.98600 -0.48290 -2.47670
H -1.44120 5.46500 -0.29410
H -2.74630 3.50210 -0.78050
C 3.26200 -3.78090 -1.24880
C -0.91370 4.59710 -0.69390
O -0.52550 -2.87070 -1.03440
H 5.80010 -0.69400 -7.47800
H -1.00480 2.16350 -4.86810
H 3.81520 0.67180 -6.89960
H 5.03690 -5.63740 0.96560
H 6.13930 -3.44570 1.31430
C -1.84980 2.74400 2.53370
C -3.14540 0.14320 -1.02870
H 1.24380 -3.49890 -1.90000
C 4.72300 -4.76910 0.40260
C 6.08200 1.75030 1.73040
H 5.19430 -3.65480 -3.24780
H 1.80220 2.75240 -3.74760
C -2.14240 -1.95960 1.49150
C 3.03680 1.90300 -0.92140
C 3.75050 1.36130 2.12370
H -2.95770 5.27030 -2.43470
C 3.68580 -0.12640 -4.91090
C -4.01370 -0.39470 1.88220
C 0.95260 2.99170 -3.10660
O 2.48900 -0.45150 0.70910
C 5.26920 -1.79640 -4.30450
N 7.26080 3.42740 2.99850
C 0.03680 1.77570 -2.99340
C 4.23550 -0.01320 -6.17530
H 2.82540 2.54990 3.61620
H 1.34420 3.27200 -2.13300
C 4.91050 3.03010 3.39260
C 5.56660 2.84930 -1.31270
H -5.86470 -1.08640 -2.66320
H 0.63860 0.93710 -2.60980
O -0.04000 -0.71470 -0.84820
C -3.72340 -2.22820 3.47630
C 2.17190 -3.95110 -2.25860
C 5.87050 -2.81060 -3.37720
P -1.18390 1.93900 -1.57150
H 7.93860 3.45110 2.25280
C -5.29870 0.50910 -4.76710
H -0.19180 -3.92260 1.37150
H 6.22140 0.60520 -3.36260
O 1.89940 -0.11940 3.08690

Results
Multiplicity: 2
Charge: -1
HOMO (spin up / spin down) (Ha): -0.15960 / -0.16382



(2)
Formula: C11H25BFN4O
Source: the Open Molecules 2025 dataset
Level of theory: ωB97M-V/def2-TZVPD

Geometry (Å):
C 1.98333 0.64919 0.57205
C 2.31328 -2.51737 -0.21612
H 2.45838 -1.90900 -1.10412
H 2.13911 2.62565 0.00414
H -4.54229 -0.25302 1.66053
H -5.00802 -0.02182 -2.76523
H -4.37266 2.16091 -1.56705
C -1.25968 -0.16605 -1.03707
H -4.34456 -0.90730 -1.40029
H 0.94239 0.53569 0.77151
N 2.60298 1.74346 0.16067
O 6.07698 -0.71349 -1.02564
C 2.62942 -1.67431 1.03471
H -2.83221 -0.79192 0.27961
H -3.14214 1.94043 1.75542
H -3.09201 1.24228 -2.27290
C 4.13306 0.20184 0.29032
N -3.09594 1.26670 -0.19826
H 1.27429 -2.83001 -0.20384
H 1.78925 -1.70450 1.71200
C 3.92485 1.48897 -0.01634
H -5.22836 1.11801 2.51908
B 5.53963 -0.54916 0.20880
N 2.90081 -0.28442 0.64938
H -4.33103 2.66463 0.71698
H 6.06988 -1.92245 1.64470
H 7.26376 -1.00627 1.08060
H 4.62518 2.21785 -0.35838
H -5.72325 0.17392 -1.17889
C -3.82230 1.22450 -1.45951
C -4.77726 0.04827 -1.70107
C -2.25623 0.12404 0.07772
H 5.48294 -0.35367 -1.69358
C -4.91828 0.76293 1.53508
H -5.81192 0.72601 0.91528
H -1.74699 -0.47428 -1.96045
H -0.59878 -0.98512 -0.73588
H 3.49995 -2.06873 1.53240
N 6.28829 -0.96907 1.36673
H -1.69207 0.33864 0.99365
C -3.85933 1.71006 0.96006
H -0.64377 0.71261 -1.24957
F 3.16129 -3.57464 -0.29726

Results
Charge: +1
HOMO (Ha): -0.38840



no.,E (Ha),maximum force (eV/Å)
1,-4881.97373,3.633
2,-852.95341,1.683